Entry 1:
{"formula": "C12H22FNO9", "method": "ωB97M-V/def2-TZVPD", "elements": ["N", "H", "H", "H", "H", "F", "C", "C", "C", "O", "C", "O", "O", "H", "H", "H", "H", "H", "H", "C", "C", "C", "O", "C", "O", "O", "H", "H", "H", "H", "H", "H", "C", "C", "C", "O", "C", "O", "O", "H", "H", "H", "H", "H", "H"], "coordinates": [[0.19465, 3.89350, -0.48409], [0.67164, 3.26825, 0.34122], [-0.56029, 3.37645, -0.86218], [0.98022, 3.91184, -1.12669], [-0.07369, 4.72152, -0.02246], [0.00699, 1.03045, -0.31785], [-1.47196, -0.54755, 2.69966], [-2.90420, 0.00873, 2.77297], [-3.26739, 0.79353, 1.46024], [-4.46157, 0.27301, 1.06807], [-4.68048, -0.92103, 1.66368], [-5.67766, -1.53843, 1.31760], [-3.88135, -1.06653, 2.71740], [-0.92727, 0.39491, 2.74107], [-0.98191, -0.96312, 1.70100], [-1.13713, -1.03519, 3.73311], [-3.22923, 0.77802, 3.70431], [-2.48775, 0.72114, 0.66887], [-3.22265, 1.87163, 1.60103], [3.33645, 0.87555, 1.39614], [2.28237, -0.22542, 1.85254], [2.11451, -1.36805, 0.79077], [2.28272, -2.44564, 1.61580], [2.73068, -2.16387, 2.74528], [2.92880, -2.97736, 3.64453], [2.91244, -0.86145, 3.00376], [4.26507, 0.46858, 1.35715], [3.50731, 1.64952, 2.29730], [2.96968, 1.35365, 0.39485], [1.42050, 0.34516, 2.13145], [2.80102, -1.40512, -0.09924], [1.22092, -1.16780, 0.40478], [-1.15834, 0.21358, -3.76831], [0.26596, -0.33319, -3.82637], [0.76134, -1.02656, -2.60899], [1.38101, -2.26835, -3.04294], [1.05152, -2.41717, -4.32002], [1.37486, -3.42909, -4.97739], [0.33531, -1.42419, -4.79305], [-1.06662, 1.17782, -3.28005], [-1.75912, -0.49429, -3.40873], [-1.36101, 0.20190, -4.83253], [1.05803, 0.47319, -4.13039], [-0.02501, -1.16804, -1.80824], [1.48061, -0.55449, -2.11505]], "lowdin_charge": [0.28, 0.21, 0.09, 0.14, 0.12, -0.62, -0.06, -0.28, -0.18, 0.06, -0.54, 0.13, 0.08, 0.05, 0.13, 0.13, 0.21, 0.11, 0.12, -0.04, -0.25, -0.08, 0.14, -0.64, 0.11, 0.09, 0.02, 0.12, 0.10, 0.11, 0.16, 0.05, 0.00, -0.29, -0.12, 0.09, -0.58, 0.09, 0.09, 0.08, 0.04, 0.09, 0.18, 0.15, 0.06], "lumo_energy_ev": -1.660, "homo_lumo_gap_ev": 8.49, "max_force_ev_per_a": 8.041, "homo_ev": -10.147}

Entry 2:
{"formula": "C12H22N4O2", "method": "ωB97M-V/def2-TZVPD", "elements": ["C", "N", "C", "C", "O", "H", "H", "H", "H", "H", "H", "H", "C", "C", "C", "O", "H", "H", "H", "H", "H", "H", "C", "C", "N", "H", "H", "H", "C", "C", "N", "H", "H", "H", "C", "C", "N", "H", "H", "H"], "coordinates": [[-0.26270, -14.96342, -5.70754], [0.75306, -14.28991, -4.86089], [0.42855, -14.42698, -3.39403], [1.85301, -13.78597, -5.43299], [2.63876, -13.20169, -4.67291], [-0.81795, -15.76251, -5.21636], [0.28415, -15.33280, -6.57508], [-1.08627, -14.32820, -6.03359], [1.19665, -13.98360, -2.76037], [-0.54205, -13.97247, -3.19540], [0.28149, -15.43134, -2.99686], [1.88770, -13.87251, -6.53004], [7.44666, -17.70367, -2.78248], [8.58281, -18.68074, -2.76456], [8.23200, -20.13111, -3.00383], [9.77216, -18.37867, -2.64584], [6.91093, -17.78689, -3.72809], [7.68377, -16.65797, -2.58655], [6.80673, -17.91381, -1.92549], [8.32800, -20.76656, -2.12344], [8.80551, -20.68130, -3.74980], [7.20963, -20.08088, -3.37846], [8.99163, -15.55514, 0.39949], [7.54373, -15.89900, 0.45034], [6.43427, -16.21074, 0.42360], [9.34803, -15.03121, 1.28639], [9.12301, -14.91873, -0.47562], [9.46707, -16.53347, 0.32932], [3.64854, -16.37419, -1.90240], [2.82903, -17.20549, -1.01264], [2.22859, -17.86453, -0.28594], [3.46075, -16.66967, -2.93465], [4.70356, -16.58986, -1.73354], [3.36395, -15.32643, -1.80591], [5.13086, -15.90346, -5.89030], [5.84202, -14.96316, -6.80141], [6.40413, -14.15273, -7.42242], [5.20795, -16.90604, -6.31099], [4.07423, -15.63892, -5.93076], [5.51439, -15.76285, -4.87973]], "lowdin_charge": [-0.06, -0.16, -0.03, -0.34, -0.03, 0.08, 0.08, 0.08, 0.07, 0.09, 0.08, 0.14, -0.04, -0.47, -0.03, 0.05, 0.08, 0.08, 0.07, 0.09, 0.09, 0.07, -0.05, -0.26, 0.13, 0.08, 0.08, 0.08, -0.07, -0.28, 0.12, 0.07, 0.04, 0.08, -0.07, -0.26, 0.12, 0.08, 0.06, 0.07], "smiles": "CN(C)C=O.CC(C)=O.CC#N.CC#N.CC#N", "lumo_energy_ev": 0.241, "homo_lumo_gap_ev": 9.90, "max_force_ev_per_a": 4.065, "homo_ev": -9.660}

Entry 3:
{"formula": "C12H22NO2", "method": "ωB97M-V/def2-TZVPD", "elements": ["C", "O", "C", "C", "N", "C", "C", "C", "C", "C", "C", "C", "O", "C", "C", "H", "H", "H", "H", "H", "H", "H", "H", "H", "H", "H", "H", "H", "H", "H", "H", "H", "H", "H", "H", "H", "H"], "coordinates": [[1.03231, 3.47397, 0.33253], [1.29670, 2.10023, 0.02236], [0.36444, 1.20087, 0.04706], [0.84490, -0.55599, 0.45015], [2.06745, -1.02083, -0.18344], [2.30753, -0.54677, -1.56455], [3.21222, -0.65659, 0.67885], [-0.48006, -1.23212, 0.29142], [-0.64370, -2.07339, -0.98915], [-0.68305, -2.13493, 1.52716], [-1.51334, -0.13248, 0.25831], [-2.97772, -0.45558, 0.37210], [-3.72433, 0.01470, -0.72915], [-1.03973, 1.14576, 0.10751], [-1.91532, 2.34877, -0.06862], [2.00375, 3.96316, 0.32857], [0.57621, 3.56042, 1.31864], [0.39014, 3.92894, -0.42028], [1.99956, -2.04633, -0.21015], [2.37718, 0.53929, -1.55059], [3.23859, -0.95955, -1.95182], [1.48986, -0.84142, -2.21788], [3.24832, 0.42639, 0.76251], [3.07095, -1.07494, 1.67351], [4.14585, -1.02847, 0.25858], [0.12020, -2.84883, -1.05011], [-0.59628, -1.44579, -1.87610], [-1.60626, -2.57638, -0.98012], [-0.65514, -1.53325, 2.43034], [0.11560, -2.87112, 1.58358], [-1.62500, -2.67111, 1.48777], [-3.40051, 0.05619, 1.24423], [-3.12868, -1.53274, 0.50588], [-3.49503, -0.48358, -1.52284], [-2.95928, 2.05223, -0.09807], [-1.68461, 2.84888, -1.01064], [-1.77377, 3.06241, 0.74247]], "lowdin_charge": [-0.01, -0.05, -0.04, -0.03, -0.19, 0.01, 0.00, -0.50, -0.01, -0.02, -0.08, -0.19, -0.04, -0.17, -0.01, 0.10, 0.11, 0.10, 0.18, 0.10, 0.11, 0.10, 0.10, 0.11, 0.11, 0.09, 0.09, 0.09, 0.10, 0.09, 0.08, 0.15, 0.12, 0.10, 0.08, 0.10, 0.09], "smiles": "COC1=C([NH+](C)C)C(C)(C)C(CO)=C1C", "lumo_energy_ev": [-3.777, -3.777], "homo_lumo_gap_ev": [7.18, 7.18], "max_force_ev_per_a": 7.269, "total_charge": 1, "homo_ev": [-10.955, -10.953]}